No. 1
The following is a quantum chemistry calculation of C6H11NO2 in the gas phase, from the OMol25 dataset.

Positions of all 20 atoms, in Å:
C: 1.54 2.40 0.08
C: 1.99 1.18 0.31
C: 1.23 -0.11 0.23
N: 1.48 -0.83 1.47
H: 1.09 -1.76 1.44
H: 1.05 -0.33 2.25
C: -0.26 0.09 -0.11
H: -0.74 0.66 0.69
H: -0.34 0.66 -1.03
C: -1.00 -1.25 -0.29
C: -2.43 -0.96 -0.64
O: -3.33 -0.78 0.14
O: -2.61 -0.88 -1.97
H: -3.53 -0.66 -2.18
H: -0.99 -1.82 0.64
H: -0.54 -1.82 -1.09
H: 1.68 -0.71 -0.57
H: 3.02 1.04 0.63
H: 2.18 3.26 0.19
H: 0.53 2.61 -0.22

Results
E_HOMO	-9.5367	eV
multiplicity	1
SMILES string	C=C[C@@H](N)CCC(=O)O
gap between HOMO and LUMO	10.24	eV
energy relative to the best compared isomer or geometry (same formula, charge and spin)	19.60	kcal/mol
largest force on an atom	0.73	eV/Å
E	-440.45600	hartree

natural (NBO) atomic charge list, values in e, 5 entries: C -0.4013; C -0.1682; C -0.0922; N -0.8248; H 0.3565

---

No. 2
The following is a quantum chemistry calculation of a molecular structure, C18H15ClF3N4O7ReSe, from the OMol25 dataset.

Positions of all 50 atoms, in Å:
Re: -0.54 0.39 0.60
Se: 5.29 -4.55 0.20
N: 5.19 -2.78 0.30
C: 3.92 -2.47 0.29
C: 3.43 -1.09 0.36
C: 4.27 0.02 0.46
C: 3.72 1.28 0.53
C: 2.34 1.42 0.48
N: 1.53 0.36 0.37
C: 2.07 -0.89 0.34
C: 1.13 -2.00 0.32
N: -0.19 -1.68 0.40
C: -1.10 -2.66 0.38
C: -0.74 -3.99 0.26
C: 0.59 -4.33 0.20
C: 1.56 -3.32 0.23
C: 3.00 -3.57 0.21
N: 3.52 -4.76 0.15
H: 5.34 -0.13 0.50
H: 4.33 2.17 0.62
H: 1.87 2.40 0.50
H: -2.13 -2.35 0.47
H: -1.51 -4.75 0.25
H: 0.92 -5.36 0.12
O: -2.45 0.12 1.65
Cl: -1.87 0.37 3.03
O: -2.08 1.70 3.45
O: -2.29 -0.62 3.93
O: -0.38 0.15 2.67
F: -0.63 5.71 0.34
C: -0.28 4.69 1.11
F: -1.02 4.69 2.21
F: 1.01 4.85 1.47
C: -0.36 3.36 0.32
O: -0.10 3.33 -0.85
O: -0.61 2.34 1.11
C: -3.06 -0.53 -2.05
C: -2.34 0.79 -1.86
C: -1.82 1.35 -3.18
C: -3.21 1.80 -1.14
O: -1.12 0.46 -1.08
H: -3.89 -0.39 -2.73
H: -3.47 -0.89 -1.10
H: -2.39 -1.28 -2.47
H: -2.68 1.63 -3.79
H: -1.24 0.60 -3.72
H: -1.21 2.23 -3.00
H: -4.17 1.86 -1.64
H: -2.75 2.79 -1.15
H: -3.39 1.50 -0.10

Results
E_HOMO (spin up / spin down)	-11.8859 / -12.0878	eV
multiplicity	2
net charge	+1
gap between HOMO and LUMO (spin up / spin down)	7.39 / 7.16	eV
energy relative to the best compared isomer or geometry (same formula, charge and spin)	0.00	kcal/mol
largest force on an atom	0.82	eV/Å
E	-4679.72610	hartree

natural (NBO) atomic charge list, values in e, 5 entries: Re 1.6722; Se 1.0260; N -0.6006; C 0.1682; C -0.0779

---

No. 3
The following is a quantum chemistry calculation of C17H19NO4 in the gas phase, from the OMol25 dataset.

Positions of all 41 atoms, in Å:
C: -1.21 -4.70 -2.90
H: -0.78 -5.12 -3.82
O: -0.57 -3.51 -2.52
C: -0.63 -2.44 -3.38
C: -1.25 -2.44 -4.61
C: -1.25 -1.29 -5.39
C: -0.63 -0.14 -4.95
C: -0.01 -0.13 -3.71
C: 0.00 -1.26 -2.92
N: 0.61 -1.33 -1.66
C: 1.27 -0.36 -0.99
O: 1.46 0.77 -1.37
C: 1.82 -0.84 0.37
H: 1.19 -1.64 0.78
H: 2.85 -1.19 0.25
O: 1.88 0.25 1.27
C: 0.69 0.82 1.54
O: -0.35 0.38 1.12
C: 0.86 1.99 2.46
H: 1.82 2.46 2.25
C: -0.33 2.97 2.40
H: -0.02 3.97 2.10
H: -1.07 2.61 1.69
C: -0.89 2.94 3.84
C: 0.18 3.56 4.71
C: 1.19 2.70 4.77
H: 2.14 2.82 5.24
C: 0.81 1.50 3.94
H: 1.38 0.59 4.12
C: -0.71 1.46 4.17
H: -1.23 0.79 3.49
H: -0.97 1.22 5.20
H: 0.12 4.54 5.13
H: -1.89 3.36 3.94
H: 0.48 -2.23 -1.22
H: 0.48 0.77 -3.35
H: -0.64 0.75 -5.55
H: -1.74 -1.31 -6.35
H: -1.74 -3.33 -4.98
H: -1.05 -5.40 -2.08
H: -2.29 -4.55 -3.04

Results
E_HOMO	-8.2480	eV
multiplicity	1
SMILES string	COc1ccccc1NC(=O)COC(=O)[C@H]1C[C@@H]2C=C[C@H]1C2
gap between HOMO and LUMO	8.93	eV
energy relative to the best compared isomer or geometry (same formula, charge and spin)	52.57	kcal/mol
largest force on an atom	0.57	eV/Å
E	-1014.91386	hartree

natural (NBO) atomic charge list, values in e, 5 entries: C -0.2475; H 0.1789; O -0.5196; C 0.2591; C -0.2866

---

No. 4
The following is a quantum chemistry calculation of a molecular structure, C35H15F15GeN2O6STi, from the OMol25 dataset.

Positions of all 76 atoms, in Å:
Ti: -1.22 -0.71 0.54
O: 1.17 -3.12 2.87
C: 0.12 -2.65 2.47
O: 0.08 -1.69 1.59
C: -1.20 -3.15 3.07
C: -1.53 -2.30 4.25
C: -2.94 -2.14 4.68
C: -3.90 -1.81 3.51
C: -3.27 -1.99 2.14
O: -2.51 -0.85 1.81
C: -2.40 -3.24 2.08
C: -1.91 -3.52 0.67
O: -1.65 -4.65 0.30
O: -1.77 -2.46 -0.10
H: -0.97 -4.17 3.40
H: -0.72 -1.95 4.87
H: -3.28 -3.08 5.15
H: -3.01 -1.38 5.46
H: -4.79 -2.44 3.57
H: -4.24 -0.77 3.58
H: -4.07 -2.09 1.39
H: -3.00 -4.10 2.37
O: 0.14 0.68 0.70
C: 0.28 1.74 1.47
C: 1.53 2.03 2.03
C: 1.71 3.16 2.80
C: 0.66 4.04 3.05
C: -0.58 3.75 2.51
C: -0.79 2.62 1.73
C: -2.09 2.34 1.12
N: -2.41 1.27 0.42
C: -3.72 1.43 0.02
C: -4.19 2.61 0.47
N: -3.16 3.18 1.18
H: 2.34 1.35 1.83
H: 2.69 3.37 3.22
H: 0.80 4.92 3.65
H: -1.40 4.43 2.71
H: -4.21 0.68 -0.59
H: -5.14 3.10 0.36
H: -3.16 4.09 1.61
F: 3.67 0.92 -2.57
C: 2.94 1.94 -2.10
C: 1.58 1.77 -1.90
C: 0.87 2.88 -1.48
F: -0.45 2.84 -1.32
C: 1.50 4.09 -1.20
F: 0.79 5.14 -0.78
C: 2.86 4.21 -1.38
F: 3.47 5.37 -1.12
C: 3.59 3.13 -1.84
F: 4.91 3.25 -2.04
Ge: 0.79 -0.01 -2.24
S: -1.32 -0.26 -1.95
C: 1.21 -0.19 -4.18
C: 0.55 0.67 -5.05
F: -0.31 1.58 -4.58
C: 0.75 0.64 -6.42
F: 0.09 1.48 -7.23
C: 1.64 -0.27 -6.96
F: 1.86 -0.30 -8.27
C: 2.33 -1.12 -6.12
F: 3.21 -1.99 -6.63
C: 2.11 -1.07 -4.75
F: 2.83 -1.90 -3.99
C: 1.75 -1.40 -1.24
C: 1.40 -2.72 -1.48
F: 0.56 -3.00 -2.48
C: 1.90 -3.78 -0.75
F: 1.56 -5.03 -1.04
C: 2.80 -3.52 0.26
F: 3.32 -4.53 0.96
C: 3.19 -2.22 0.53
F: 4.07 -1.97 1.50
C: 2.66 -1.19 -0.22
F: 3.08 0.05 0.09

Results
E_HOMO (spin up / spin down)	-5.1933 / -5.7087	eV
multiplicity	2
net charge	-1
gap between HOMO and LUMO (spin up / spin down)	7.30 / 7.80	eV
energy relative to the best compared isomer or geometry (same formula, charge and spin)	41.87	kcal/mol
largest force on an atom	0.63	eV/Å
E	-6726.52629	hartree

Mulliken atomic charge list, values in e, 5 entries: Ti 0.0474; O -0.6849; C 0.1733; O -0.2913; C 0.6321